# C27H30FN3O6SY

A molecular structure, C27H30FN3O6SY in a non-equilibrium geometry (ωB97M-V with the def2-TZVPD basis set, the OMol25 dataset).

ORCA input file:
```
! wB97M-V def2-TZVPD RIJCOSX def2/J DEFGRID3
* xyz -1 1
Y -0.573 -0.078 0.500
O -1.659 2.978 2.959
C -1.539 2.094 2.134
O -0.552 1.272 2.038
C -2.658 1.853 1.050
O -3.672 2.524 1.035
O -2.376 0.893 0.237
C -0.420 2.147 -1.968
C 0.987 2.712 -2.153
C 1.674 2.066 -3.361
C 1.874 2.653 -0.920
C 2.538 3.833 -0.607
C 3.430 3.906 0.442
C 3.645 2.783 1.213
C 2.987 1.585 0.969
C 3.348 0.453 1.920
C 4.377 -0.501 1.300
C 2.177 -0.334 2.508
C 2.094 1.511 -0.123
N 1.440 0.284 -0.408
C 2.138 -0.614 -1.127
C 3.357 -0.369 -1.809
C 3.983 -1.346 -2.549
C 3.469 -2.632 -2.650
C 2.298 -2.931 -1.971
C 1.674 -1.938 -1.262
F 0.492 -2.260 -0.585
H -1.041 2.433 -2.817
H -0.877 2.556 -1.064
H -0.405 1.054 -1.921
H 0.867 3.777 -2.387
H 1.733 0.988 -3.242
H 2.681 2.460 -3.483
H 1.106 2.285 -4.263
H 2.359 4.714 -1.208
H 3.952 4.828 0.658
H 4.348 2.841 2.033
H 3.841 0.941 2.771
H 3.898 -1.202 0.625
H 4.880 -1.066 2.083
H 5.128 0.055 0.744
H 1.676 -0.956 1.755
H 1.452 0.346 2.959
H 2.551 -1.003 3.284
H 3.790 0.616 -1.737
H 4.909 -1.110 -3.054
H 3.974 -3.391 -3.225
H 1.871 -3.923 -1.985
N -1.310 -1.408 -2.887
N -1.861 -1.153 -1.584
H -1.900 -2.045 -3.426
H -0.403 -1.854 -2.772
H -2.234 -2.004 -1.144
H -2.640 -0.499 -1.703
O -7.987 -1.174 2.693
C -7.357 -2.207 2.087
O -8.017 -3.129 1.669
C -5.889 -2.143 1.989
C -5.128 -1.034 2.381
C -3.756 -1.054 2.295
C -3.086 -2.177 1.800
S -1.348 -2.235 1.765
C -3.843 -3.290 1.407
C -5.214 -3.269 1.499
H -7.355 -0.498 2.972
H -5.590 -0.126 2.747
H -3.184 -0.200 2.634
H -3.327 -4.166 1.040
H -5.797 -4.128 1.201
*
```

Values from the calculation:
Total energy ... -2199.2593 a.u.
ΔE to the lowest compared entry with this formula, charge and spin ... 0.6790 eV
HOMO energy ... -0.1958 hartree
Gap between HOMO and LUMO ... 7.7420 eV

natural (NBO) population analysis, charges in e, atoms 1 to 2:
1 Y 1.888
2 O -0.595

# C27H30I3N5O3PPbS

A molecular structure, C27H30I3N5O3PPbS (ωB97M-V with the def2-TZVPD basis set, the OMol25 dataset).

ORCA input file:
```
! wB97M-V def2-TZVPD RIJCOSX def2/J DEFGRID3
* xyz -1 1
Pb -1.235 -0.832 -0.968
I -3.021 0.023 6.682
C -2.992 -0.608 4.673
C -2.535 -1.882 4.366
C -2.488 -2.262 3.040
I -1.727 -4.151 2.522
C -2.873 -1.424 1.951
O -2.818 -1.806 0.734
C -3.337 -0.125 2.337
C -3.714 0.841 1.249
N -2.518 1.296 0.536
C -2.689 2.491 -0.262
C -3.460 2.196 -1.526
C -4.406 3.087 -2.022
C -5.027 2.807 -3.228
C -4.689 1.643 -3.900
C -3.755 0.798 -3.319
N -3.160 1.067 -2.163
C -3.385 0.260 3.666
H -2.211 -2.558 5.145
H -4.365 0.338 0.527
H -4.263 1.693 1.677
H -1.764 1.420 1.199
H -3.185 3.308 0.283
H -1.692 2.829 -0.564
H -4.642 3.986 -1.466
H -5.765 3.486 -3.635
H -5.139 1.393 -4.852
H -3.461 -0.133 -3.793
H -3.744 1.252 3.915
I -0.841 -3.536 -2.223
C -2.131 -1.918 -2.952
H -3.128 -2.359 -2.968
H -1.800 -1.752 -3.979
O 6.073 0.244 -6.096
C 4.922 -0.478 -6.007
O 4.742 -1.364 -6.799
C 3.983 -0.115 -4.922
C 2.938 -0.994 -4.633
C 2.035 -0.730 -3.624
C 2.132 0.441 -2.854
S 1.036 0.836 -1.562
C 3.177 1.332 -3.162
C 4.076 1.063 -4.172
H 6.129 0.867 -5.365
H 2.859 -1.897 -5.224
H 1.238 -1.431 -3.411
H 3.254 2.249 -2.592
H 4.835 1.808 -4.391
C 2.735 0.397 4.243
N 2.011 -0.865 4.313
C 2.870 -1.928 3.801
N 3.377 -1.682 2.455
C 4.063 -0.394 2.442
N 3.239 0.717 2.911
C 2.145 0.988 1.975
P 0.963 -0.450 1.728
C 0.753 -0.800 3.562
C 2.303 -1.726 1.459
H 3.587 0.341 4.926
H 2.075 1.202 4.575
H 2.311 -2.866 3.806
H 3.727 -2.025 4.475
H 4.397 -0.180 1.425
H 4.936 -0.468 3.096
H 2.554 1.247 0.998
H 1.576 1.850 2.338
H 0.225 -1.750 3.670
H 0.116 -0.025 3.997
H 2.725 -1.564 0.464
H 1.844 -2.718 1.472
*
```

Values from the calculation:
Total energy ... -3371.9323 a.u.
HOMO energy ... -0.1669 hartree
Gap between HOMO and LUMO ... 6.6557 eV

natural (NBO) population analysis, charges in e, atoms 1 to 2:
1 Pb 1.246
2 I 0.075

# C27H30N2O2

2 unconnected molecules or ions with the total composition C27H30N2O2 in a non-equilibrium geometry (ωB97M-V with the def2-TZVPD basis set, the OMol25 dataset).

ORCA input file:
```
! wB97M-V def2-TZVPD RIJCOSX def2/J DEFGRID3
* xyz 0 1
C -2.225 -1.084 2.632
C -1.194 -0.004 2.327
C -0.132 -0.216 1.304
C 1.169 0.181 1.896
C 2.203 -0.854 2.327
O 1.448 1.382 2.080
O -1.257 1.095 2.910
H -1.761 -2.060 2.830
H -2.798 -0.789 3.525
H -2.925 -1.173 1.787
H -0.170 -1.049 0.560
H 1.875 -1.886 2.157
H 3.132 -0.673 1.762
H 2.429 -0.736 3.399
C 4.099 1.439 -2.132
N 2.719 1.000 -2.010
C 1.864 1.338 -1.000
C 0.593 0.792 -1.260
C -0.541 1.066 -0.448
C -1.876 1.147 -1.055
C -2.115 1.431 -2.427
C -3.380 1.316 -3.007
C -4.489 0.953 -2.191
N -5.715 0.714 -2.744
C -6.038 1.132 -4.086
C -4.868 0.926 -5.023
C -3.597 1.586 -4.466
C -6.902 0.576 -1.928
C -6.612 -0.159 -0.637
C -5.475 0.552 0.102
C -4.294 0.832 -0.778
C -3.032 1.032 -0.248
C 0.732 -0.026 -2.472
C -0.093 -0.835 -3.245
C 0.367 -1.303 -4.497
C 1.688 -1.058 -4.922
C 2.564 -0.286 -4.137
C 2.069 0.175 -2.928
H 4.593 0.822 -2.885
H 4.153 2.505 -2.415
H 4.606 1.297 -1.163
H 2.173 1.983 -0.192
H -0.402 1.734 0.427
H -1.290 1.767 -3.050
H -6.895 0.532 -4.406
H -6.362 2.186 -4.097
H -4.698 -0.143 -5.176
H -5.128 1.352 -5.995
H -3.671 2.674 -4.647
H -2.730 1.241 -5.037
H -7.322 1.571 -1.703
H -7.645 0.040 -2.528
H -7.520 -0.167 -0.027
H -6.345 -1.202 -0.845
H -5.876 1.502 0.495
H -5.154 -0.044 0.963
H -2.919 1.059 0.842
H -1.077 -1.113 -2.886
H -0.292 -1.873 -5.160
H 2.049 -1.452 -5.873
H 3.583 -0.024 -4.444
*
```

Values from the calculation:
Total energy ... -1306.7771 a.u.
ΔE to the lowest compared entry with this formula, charge and spin ... 1.0545 eV
HOMO energy ... -0.2508 hartree
Gap between HOMO and LUMO ... 6.5572 eV

natural (NBO) population analysis, charges in e, atoms 1 to 2:
1 C -0.709
2 C 0.527

# C27H30N3O

A gas-phase ion, C27H30N3O (charge +1) in a non-equilibrium geometry (ωB97M-V with the def2-TZVPD basis set, the OMol25 dataset).

ORCA input file:
```
! wB97M-V def2-TZVPD RIJCOSX def2/J DEFGRID3
* xyz 1 1
C 2.415 2.918 -1.593
N 1.301 2.196 -0.983
C 1.057 0.827 -1.344
C 0.563 0.721 -2.792
C 2.261 -0.057 -1.092
N -0.206 0.480 -0.487
C -1.009 1.872 -0.656
C -2.187 2.417 0.176
C -3.556 2.244 -0.467
C -3.924 2.955 -1.618
C -5.183 2.738 -2.194
C -6.077 1.824 -1.616
C -5.716 1.148 -0.447
C -4.466 1.373 0.135
C 0.104 2.879 -0.733
O 0.035 4.098 -0.593
H 2.245 3.997 -1.552
H 3.354 2.693 -1.061
H 2.557 2.622 -2.636
H -0.085 1.560 -3.068
H 1.425 0.707 -3.468
H 0.004 -0.215 -2.922
H 2.659 0.132 -0.082
H 1.944 -1.100 -1.169
H 3.037 0.150 -1.849
H -0.727 -0.144 -1.118
H -1.416 1.735 -1.670
H -2.213 2.049 1.203
H -1.996 3.502 0.234
H -3.240 3.683 -2.058
H -5.472 3.281 -3.095
H -7.053 1.647 -2.073
H -6.400 0.442 0.020
H -4.184 0.876 1.065
C 0.047 0.845 1.982
C -0.149 -0.099 0.812
N 0.916 -1.272 1.063
C 0.814 -2.518 0.401
C -0.068 -2.984 -0.577
C 0.148 -4.284 -1.087
C 1.167 -5.119 -0.597
C 1.954 -4.697 0.470
C 1.770 -3.403 0.938
C 2.449 -2.728 1.992
C 1.924 -1.413 2.079
C 2.376 -0.631 3.149
C 3.371 -1.130 4.010
C 3.921 -2.410 3.843
C 3.428 -3.241 2.837
H -0.749 1.592 2.037
H -0.027 0.213 2.853
H 1.025 1.359 1.946
H -1.055 -0.685 0.992
H -0.924 -2.387 -0.892
H -0.485 -4.676 -1.887
H 1.358 -6.095 -1.043
H 2.742 -5.297 0.932
H 1.952 0.339 3.369
H 3.731 -0.512 4.843
H 4.727 -2.759 4.482
H 3.783 -4.258 2.654
*
```

Values from the calculation:
Total energy ... -1286.1185 a.u.
SMILES ... C[C@H](n1c2ccccc2c2ccccc21)[N@H+]1[C@@H](Cc2ccccc2)C(=O)N(C)C1(C)C
ΔE to the lowest compared entry with this formula, charge and spin ... 0.5680 eV
HOMO energy ... -0.3984 hartree
Gap between HOMO and LUMO ... 8.1696 eV

natural (NBO) population analysis, charges in e, atoms 1 to 2:
1 C -0.426
2 N -0.484

# C27H31BF17O8S

3 unconnected molecules or ions with the total composition C27H31BF17O8S in a non-equilibrium geometry (ωB97M-V with the def2-TZVPD basis set, the OMol25 dataset).

ORCA input file:
```
! wB97M-V def2-TZVPD RIJCOSX def2/J DEFGRID3
* xyz -1 1
C 2.571 0.860 1.244
C 2.176 -0.711 1.175
O 3.029 -1.588 1.475
O 0.846 -0.974 0.766
C 0.765 -2.115 -0.134
C -0.701 -2.413 -0.717
C -1.912 -1.671 0.038
C -3.116 -2.759 0.278
B -4.465 -1.935 0.703
O -4.164 -0.676 1.460
C -5.267 0.234 1.307
C -6.239 -0.166 2.523
C -5.351 -0.005 3.880
F -4.751 -1.244 4.298
C -5.742 -0.017 -0.223
S -7.582 -0.103 -0.532
O -4.985 0.581 -1.313
C -4.837 2.002 -1.116
O -5.831 2.758 -1.188
C -3.329 2.493 -0.851
C -2.540 2.229 0.451
C -1.049 2.677 0.679
C -0.333 3.420 -0.475
C -1.130 3.732 -1.798
C -2.606 3.281 -2.003
O -5.377 -1.423 -0.344
H 2.397 1.358 0.228
H 1.868 1.356 1.998
H 3.633 0.973 1.642
H 1.441 -1.864 -1.042
H 1.187 -3.092 0.303
H -0.721 -2.137 -1.832
H -0.867 -3.557 -0.671
H -1.665 -1.263 1.071
H -2.353 -0.896 -0.683
H -2.785 -3.353 1.217
H -3.265 -3.454 -0.619
H -5.155 -2.650 1.395
H -5.074 1.360 1.523
H -6.731 -1.190 2.435
H -7.100 0.605 2.624
H -5.925 0.544 4.706
H -4.471 0.694 3.602
H -8.165 -0.633 0.628
H -3.017 1.673 1.333
H -0.545 2.403 1.675
H 0.764 3.728 -0.335
H -0.545 4.283 -2.599
H -3.136 3.533 -2.988
C 0.160 2.129 -7.556
C 0.936 0.817 -7.793
C 0.436 -0.406 -7.020
F 0.511 -0.243 -5.687
F 1.198 -1.491 -7.314
F 2.253 1.034 -7.562
F 0.833 0.532 -9.126
O 0.719 3.057 -6.615
C 0.416 2.855 -5.249
C 1.657 2.525 -4.411
F 2.281 1.413 -4.857
F 1.325 2.291 -3.117
F -0.555 1.930 -5.137
F -0.131 4.019 -4.818
H 0.190 2.671 -8.506
H -0.904 1.957 -7.371
H -0.598 -0.644 -7.284
H 2.377 3.347 -4.439
C 5.459 -1.303 3.675
C 6.268 -2.603 3.491
C 5.809 -3.801 4.324
F 5.890 -3.575 5.649
F 6.598 -4.879 4.074
F 7.583 -2.339 3.700
F 6.163 -2.951 2.175
O 6.005 -0.319 4.570
C 5.724 -0.468 5.946
C 6.984 -0.725 6.780
F 7.633 -1.838 6.378
F 6.670 -0.906 8.087
F 4.780 -1.411 6.117
F 5.158 0.699 6.337
H 5.464 -0.803 2.702
H 4.402 -1.494 3.877
H 4.780 -4.079 4.080
H 7.679 0.115 6.704
*
```

Values from the calculation:
Total energy ... -3769.9630 a.u.
HOMO energy ... -0.1623 hartree
Gap between HOMO and LUMO ... 6.3404 eV

Mulliken population analysis, charges in e, atoms 1 to 2:
1 C -0.496
2 C 0.542

# C27H31N5O3

2 unconnected molecules or ions with the total composition C27H31N5O3 in a non-equilibrium geometry (ωB97M-V with the def2-TZVPD basis set, the OMol25 dataset).

ORCA input file:
```
! wB97M-V def2-TZVPD RIJCOSX def2/J DEFGRID3
* xyz 0 1
C 0.645 -5.640 -2.154
C -0.691 -5.049 -2.115
N -1.807 -5.833 -2.224
C -2.867 -4.993 -2.175
C -4.256 -5.510 -2.201
C -2.363 -3.646 -2.054
N -1.003 -3.713 -1.990
H 1.406 -4.860 -2.179
H 0.809 -6.278 -1.280
H 0.735 -6.269 -3.045
H -4.985 -4.693 -2.209
H -4.414 -6.140 -3.088
H -4.441 -6.144 -1.322
H -2.974 -2.745 -2.025
C -0.116 5.231 0.812
N 0.110 3.870 1.251
C -0.093 3.462 2.539
O -0.405 4.189 3.479
C 0.165 1.950 2.577
C -1.054 1.123 2.996
C -1.547 1.447 4.387
C -2.843 1.934 4.593
C -3.230 2.363 5.865
C -2.358 2.231 6.953
C -1.090 1.672 6.752
C -0.690 1.270 5.474
N 0.620 1.669 1.206
C 0.959 0.419 0.823
C 1.339 0.088 -0.472
C 1.665 -1.169 -0.966
C 2.237 -1.364 -2.274
C 2.230 -0.333 -3.251
C 2.713 -0.571 -4.550
N 2.664 0.474 -5.519
O 3.082 0.225 -6.674
O 2.214 1.599 -5.196
C 3.264 -1.812 -4.906
C 3.338 -2.812 -3.935
C 2.855 -2.600 -2.642
C 0.573 2.850 0.324
C -0.425 2.722 -0.837
C 1.920 3.289 -0.278
H -0.486 5.829 1.646
H 0.813 5.671 0.430
H -0.853 5.246 -0.001
H 0.978 1.771 3.302
H -1.860 1.294 2.269
H -0.775 0.059 2.938
H -3.517 2.015 3.737
H -4.213 2.815 6.002
H -2.670 2.543 7.952
H -0.398 1.561 7.585
H 0.302 0.846 5.299
H 0.923 -0.351 1.603
H 1.373 0.910 -1.176
H 1.532 -2.047 -0.333
H 1.833 0.658 -3.036
H 3.629 -1.946 -5.922
H 3.807 -3.760 -4.198
H 2.953 -3.373 -1.876
H -1.444 2.583 -0.454
H -0.381 3.645 -1.431
H -0.176 1.886 -1.494
H 2.628 3.582 0.507
H 2.371 2.505 -0.889
H 1.738 4.158 -0.927
*
```

Values from the calculation:
Total energy ... -1546.7485 a.u.
ΔE to the lowest compared entry with this formula, charge and spin ... 7.1500 eV
HOMO energy ... -0.1818 hartree
Gap between HOMO and LUMO ... 1.9552 eV

natural (NBO) population analysis, charges in e, atoms 1 to 2:
1 C -0.625
2 C 0.226

# C27H31N5O6

C27H31N5O6 in the gas phase (ωB97M-V with the def2-TZVPD basis set, the OMol25 dataset).

ORCA input file:
```
! wB97M-V def2-TZVPD RIJCOSX def2/J DEFGRID3
* xyz 0 1
C 5.914 2.975 1.342
H 6.637 3.733 1.626
H 5.096 3.450 0.805
H 6.392 2.258 0.679
C 5.385 2.263 2.589
C 4.650 3.252 3.495
H 4.252 2.734 4.363
H 3.832 3.722 2.954
H 5.340 4.022 3.829
C 6.529 1.582 3.340
H 7.020 0.857 2.694
H 7.257 2.325 3.654
H 6.145 1.068 4.217
O 4.469 1.272 2.067
C 3.816 0.437 2.903
O 3.878 0.438 4.109
N 3.083 -0.436 2.176
H 3.054 -0.319 1.177
C 2.249 -1.448 2.785
C 0.818 -1.389 2.316
C 0.505 -1.600 0.980
C -0.809 -1.609 0.550
C -1.846 -1.409 1.450
C -1.533 -1.178 2.784
C -0.219 -1.165 3.212
H 0.006 -0.988 4.253
H -2.329 -1.013 3.496
C -3.295 -1.460 1.032
N -3.476 -1.395 -0.395
C -4.013 -2.400 -1.095
O -4.536 -3.397 -0.615
C -3.946 -2.258 -2.570
C -3.320 -1.421 -3.483
N -3.536 -1.888 -4.750
C -4.268 -2.959 -4.621
N -4.537 -3.226 -3.327
H -5.049 -3.993 -2.915
H -4.616 -3.558 -5.438
C -2.493 -0.232 -3.268
O -2.396 0.356 -2.193
N -1.833 0.189 -4.361
H -1.899 -0.375 -5.194
C -0.836 1.218 -4.211
H -1.300 2.176 -3.956
H -0.268 1.319 -5.136
C 0.119 0.827 -3.075
O 0.465 -0.303 -2.860
O 0.524 1.899 -2.408
C 1.405 1.701 -1.302
C 0.723 1.882 0.031
C 1.498 2.198 1.140
C 0.916 2.322 2.388
C -0.451 2.155 2.533
C -1.226 1.858 1.428
C -0.644 1.711 0.181
H -1.256 1.462 -0.671
H -2.294 1.734 1.533
H -0.907 2.257 3.507
H 1.529 2.546 3.247
H 2.563 2.334 1.024
H 2.214 2.429 -1.420
H 1.821 0.687 -1.371
H -3.052 -0.612 -0.899
H -3.742 -2.403 1.368
H -3.840 -0.636 1.507
H -1.018 -1.782 -0.495
H 1.293 -1.780 0.263
H 2.311 -1.289 3.863
H 2.662 -2.440 2.552
*
```

Values from the calculation:
Total energy ... -1772.8371 a.u.
SMILES ... CC(C)(C)OC(=O)NCc1ccc(CNC(=O)c2[nH]cnc2C(=O)NCC(=O)OCc2ccccc2)cc1
ΔE to the lowest compared entry with this formula, charge and spin ... 0.0436 eV
HOMO energy ... -0.3191 hartree
Gap between HOMO and LUMO ... 9.1763 eV

natural (NBO) population analysis, charges in e, atoms 1 to 2:
1 C -0.614
2 H 0.214